(i)
Density functional theory data (ωB97M-V with the def2-TZVPD basis set) for an isolated molecule of C3H5N5O.

Values from the calculation:
LUMO level = 0.17 eV
SMILES = [H]/N=c1/ncnc(N)n1O
Orbital gap = 9.37 eV

Positions of all 14 atoms, in Å:
H  0.542  0.247  -2.763
O  -1.246  1.010  -1.006
C  -0.743  0.289  1.194
H  -2.046  0.495  -1.230
N  0.418  0.153  2.078
N  0.676  -0.693  -2.122
H  2.063  -0.810  2.406
N  -0.455  0.241  -0.108
C  1.349  -0.630  1.507
H  1.649  -0.836  -2.256
N  1.560  -0.783  0.080
N  -1.752  0.851  1.768
H  -2.669  0.849  1.111
C  0.655  -0.382  -0.661

(ii)
Density functional theory data (ωB97M-V with the def2-TZVPD basis set) for a structure of composition C3H5N5O.

Values from the calculation:
LUMO level = -0.63 eV
Orbital gap = 7.98 eV

Positions of all 14 atoms, in Å:
N  -0.261  -0.695  -2.380
C  -0.537  0.507  -0.594
H  1.301  -1.390  -1.282
H  -0.557  -0.713  -3.594
N  -1.092  1.620  0.261
N  1.192  -0.241  2.262
N  -0.740  0.481  -1.791
C  0.483  0.294  1.400
N  0.206  -0.458  0.256
H  1.272  0.426  3.082
H  -0.660  1.722  2.569
O  1.002  -1.610  0.080
C  -0.475  1.437  1.460
H  -1.136  -1.381  -1.729

Structures ranked by computed energy, the most stable listed first: (i), (ii).

(i)
Density functional theory data (ωB97M-V with the def2-TZVPD basis set) for an isolated molecule of C6H12OS.

Values from the calculation:
LUMO level = 0.84 eV
SMILES = OC1(CS)CCCC1
Orbital gap = 10.01 eV

Positions of all 20 atoms, in Å:
H  -1.659  1.603  1.134
C  -0.138  1.148  -0.472
H  2.031  -1.608  -0.462
S  3.216  0.307  0.119
H  -2.049  -0.635  1.309
H  -2.954  -0.691  -0.272
H  -0.662  -2.175  0.250
O  0.659  -0.177  1.443
H  -2.224  1.700  -0.569
C  0.442  -0.146  0.046
H  3.345  -0.539  1.137
C  -2.006  -0.381  0.266
C  -1.596  1.116  0.155
H  1.158  0.678  1.529
C  1.831  -0.520  -0.596
C  -0.730  -1.171  -0.271
H  1.898  -0.302  -1.674
H  -0.284  1.194  -1.541
H  -0.774  -1.408  -1.324
H  0.498  2.008  -0.209

(ii)
Density functional theory data (ωB97M-V with the def2-TZVPD basis set) for a cluster of 2 separate species, C6H12OS in total.

Values from the calculation:
LUMO level (alpha / beta) = 0.84 / 0.55 eV
Orbital gap (alpha / beta) = 8.12 / 7.38 eV

Positions of all 20 atoms, in Å:
H  1.775  0.418  1.589
H  -0.947  -1.761  0.190
H  0.344  -0.531  2.008
H  1.847  -1.345  1.550
H  1.671  -0.259  -2.074
H  -1.827  3.260  0.679
S  -2.381  2.784  -0.437
H  -3.600  0.748  -0.446
H  -0.328  -1.779  -1.463
O  0.030  1.819  -0.659
H  0.543  -2.637  -0.186
H  2.573  -1.325  -0.995
C  -0.042  -1.749  -0.414
C  -3.018  1.345  0.226
C  1.212  -0.483  1.356
C  0.777  -0.488  -0.117
H  2.643  0.425  -0.769
H  -3.162  1.264  1.282
C  -0.103  0.702  -0.272
C  1.994  -0.405  -1.046

Structures ranked by computed energy, the most stable listed first: (i), (ii).

(i)
Density functional theory data (ωB97M-V with the def2-TZVPD basis set) for a cluster of 2 separate species, C33H37BF3NO2 in total.

Values from the calculation:
LUMO level = 0.41 eV
SMILES = Cc1ccc([C@@H](c2cn(C)c3ccccc23)C2CC2)cc1.CC1(C)OB(c2ccc(C(F)(F)F)cc2)OC1(C)C
Orbital gap = 8.02 eV

Positions of all 77 atoms, in Å:
H  1.153  5.317  1.037
H  3.510  1.142  3.793
F  -6.878  3.005  -4.268
H  -1.189  -1.091  4.243
H  -3.461  4.414  -1.100
H  -0.273  5.527  -0.019
H  -0.413  3.235  2.887
N  3.215  -0.687  2.832
C  -2.745  2.419  -1.541
H  6.306  -3.618  0.861
H  0.216  4.286  -1.997
O  -1.459  3.326  0.495
H  -5.271  4.314  -2.824
H  1.864  4.413  -1.305
C  5.289  -3.247  1.019
C  3.758  -1.666  1.977
C  2.669  -2.469  1.516
C  -4.817  2.250  -3.329
H  -2.879  -0.909  1.601
H  -0.724  -5.803  -3.427
C  -0.173  -2.932  0.394
H  0.990  -2.503  -2.803
H  4.400  -4.854  -0.166
C  -0.758  -1.279  2.048
C  0.422  -2.283  -0.706
C  0.061  -2.422  1.853
C  -0.259  -4.109  -2.171
H  -0.501  -0.435  1.353
H  -0.241  -3.143  2.643
H  -1.765  -5.388  -1.363
C  1.072  3.719  -1.610
C  5.071  -2.064  1.762
C  0.430  -2.909  -1.962
H  1.296  3.239  2.412
B  -1.476  2.670  -0.724
H  -4.329  0.157  -3.552
H  1.151  -0.185  3.399
H  1.461  3.100  -2.430
C  1.471  -1.948  2.091
H  5.899  -1.484  2.182
H  5.006  0.269  3.322
H  4.044  -0.269  4.731
H  0.948  -5.249  -3.559
O  -0.323  1.886  -0.947
C  -4.638  3.444  -2.630
C  4.218  -3.982  0.468
C  -0.088  -4.913  -3.433
C  2.895  -3.611  0.751
C  -1.426  -0.695  3.262
H  -0.337  -4.364  -4.344
C  -1.098  -4.550  -1.152
F  -6.182  0.999  -4.841
C  0.690  2.791  -0.447
H  0.273  1.801  2.113
H  2.337  1.502  -0.979
F  -5.157  2.783  -5.616
C  -3.616  3.507  -1.693
H  0.884  -1.277  -0.652
C  1.834  -0.853  2.879
H  2.029  -4.185  0.416
C  0.110  5.030  0.875
C  3.988  0.158  3.716
C  -5.762  2.252  -4.502
H  -2.441  -2.547  2.345
C  0.291  2.901  2.116
H  -0.480  5.378  1.729
H  1.743  1.210  0.656
C  -1.124  -3.928  0.101
H  -1.859  -4.228  0.858
H  2.695  2.671  0.294
C  -4.090  1.095  -3.045
H  -2.450  0.280  -1.913
C  1.926  1.990  -0.087
C  -2.208  -1.476  2.230
H  -1.633  0.381  3.231
C  -3.037  1.172  -2.132
C  -0.056  3.523  0.772

(ii)
Density functional theory data (ωB97M-V with the def2-TZVPD basis set) for a cluster of 2 separate species, C33H37BF3NO2 in total.

Values from the calculation:
LUMO level = -3.04 eV
Orbital gap = 3.35 eV

Positions of all 77 atoms, in Å:
C  -1.128  -2.874  -0.110
C  0.838  1.494  -1.372
C  2.916  3.271  -0.319
C  -3.346  -3.840  -0.033
C  -4.477  -4.689  -2.093
H  2.409  3.546  -1.247
C  0.112  3.430  3.997
H  -0.037  -2.132  1.622
H  2.905  -1.893  1.366
H  -4.112  -5.573  -2.626
H  -2.949  2.470  0.953
H  0.633  -6.920  -2.479
O  -0.263  1.735  0.710
H  3.448  4.141  0.084
C  -3.381  5.293  -0.860
C  0.725  -5.178  -1.218
C  1.512  0.182  0.545
C  2.754  2.340  1.937
C  4.973  -3.368  0.246
B  -0.238  3.028  1.321
H  0.712  2.490  -1.808
H  0.765  -0.564  0.274
H  -4.700  3.672  -0.279
H  5.180  -3.789  1.242
H  -0.101  5.531  -0.082
F  -4.530  7.345  -1.130
C  1.937  2.733  0.712
C  0.066  -2.596  0.637
C  1.540  -4.173  -0.718
H  0.690  4.294  3.660
H  4.609  -5.314  -1.751
H  0.441  2.963  4.924
H  -0.620  1.523  3.132
H  -2.336  -3.450  -3.272
H  -0.062  0.912  -1.606
H  -0.363  -2.455  -2.105
H  -1.770  4.382  3.328
C  1.319  -3.079  0.234
H  5.468  -3.986  -0.504
H  -1.825  6.719  -1.340
C  -1.359  3.490  3.808
H  -5.005  -4.066  -2.821
C  -0.539  2.597  2.948
C  3.525  -5.274  -1.673
C  -1.414  3.936  0.592
H  -1.940  3.038  4.606
F  -5.666  5.499  -1.540
H  3.586  1.677  1.670
C  -2.089  5.801  -0.815
C  -1.103  5.109  -0.092
C  -2.289  -3.233  0.614
H  -2.267  -3.109  1.699
H  5.379  -2.347  0.204
C  -3.357  -3.954  -1.429
C  2.616  -2.663  0.651
H  1.694  0.995  -1.844
C  1.016  1.539  0.147
C  1.287  -6.166  -2.040
F  -4.116  6.172  -2.948
C  -4.430  6.067  -1.617
C  -1.195  -2.873  -1.535
O  1.018  3.721  1.119
C  -2.299  -3.418  -2.179
C  2.669  -6.202  -2.287
H  3.173  3.242  2.393
H  -0.329  -5.197  -0.949
C  2.932  -4.273  -0.915
C  -2.698  3.417  0.478
H  3.077  -6.973  -2.943
H  1.688  0.091  1.619
H  2.137  1.853  2.698
H  -5.184  -5.017  -1.327
C  -3.702  4.097  -0.228
H  -4.178  -4.261  0.539
H  2.435  -0.056  0.011
N  3.554  -3.375  -0.034
H  3.659  2.497  -0.555

Structures ranked by computed energy, the most stable listed first: (i), (ii).

(i)
Density functional theory data (ωB97M-V with the def2-TZVPD basis set) for an isolated molecule of C3H3NO3S.

Values from the calculation:
LUMO level = -1.82 eV
SMILES = CS(=O)(=O)C(=O)C#N
Orbital gap = 9.31 eV

Positions of all 11 atoms, in Å:
S  -0.781  0.122  1.522
C  -0.085  0.451  -0.054
C  -2.179  -0.981  1.164
O  -1.394  1.268  2.088
H  -0.963  0.654  -0.613
O  -2.405  -1.099  -0.041
H  0.307  1.448  0.069
H  0.394  -0.406  -0.323
C  -2.926  -1.189  2.345
N  -3.310  -1.246  3.419
O  0.144  -0.549  2.383

(ii)
Density functional theory data (ωB97M-V with the def2-TZVPD basis set) for an isolated molecule of C3H3NO3S.

Values from the calculation:
LUMO level = -1.02 eV
SMILES = O=CC(=O)NOC=S
Orbital gap = 8.10 eV

Positions of all 11 atoms, in Å:
O  -0.865  -0.719  -0.423
C  1.461  -0.138  -0.102
O  -0.041  1.661  0.288
H  -1.633  -0.333  1.500
S  -3.215  0.098  -0.374
C  -1.817  -0.356  0.443
O  2.627  -0.501  -0.376
H  1.536  2.004  -0.990
C  0.964  1.339  -0.287
N  0.379  -1.057  0.215
H  0.603  -1.997  0.107

(iii)
Density functional theory data (ωB97M-V with the def2-TZVPD basis set) for a structure of composition C3H3NO3S.

Values from the calculation:
LUMO level = -0.80 eV
Orbital gap = 8.70 eV

Positions of all 11 atoms, in Å:
H  1.299  3.276  0.027
C  -0.604  -2.447  -0.502
O  0.918  2.387  -0.337
O  0.018  0.310  -1.241
C  0.331  1.758  0.607
H  -1.157  -3.392  -1.108
C  -0.107  0.434  0.006
S  -0.269  -0.633  1.390
O  0.135  2.265  1.728
H  0.407  -1.920  -1.222
N  -0.971  -2.038  0.651

Structures ranked by computed energy, the most stable listed first: (i), (iii), (ii).

(i)
Density functional theory data (ωB97M-V with the def2-TZVPD basis set) for a cluster of 4 separate species, C3H12O4 in total.

Values from the calculation:
LUMO level = 0.58 eV
SMILES = C=CCO.O.O.O
Orbital gap = 10.11 eV

Positions of all 19 atoms, in Å:
H  -2.449  1.253  1.655
H  -3.732  -1.536  -0.653
H  3.172  0.306  -2.940
H  4.415  -0.846  -0.163
C  -0.365  1.358  1.769
O  3.016  -0.689  -2.785
H  3.435  -1.549  -0.994
H  -1.382  0.414  -0.217
H  -1.702  2.634  2.679
H  0.040  -0.706  1.864
H  0.389  1.904  2.226
O  -0.902  -0.333  0.054
H  2.096  -0.797  -3.211
C  -1.607  1.734  2.067
H  -4.958  -1.212  -1.688
C  -0.006  0.134  1.109
H  1.009  0.241  0.799
O  -3.998  -1.123  -1.484
O  3.528  -1.186  -0.086

(ii)
Density functional theory data (ωB97M-V with the def2-TZVPD basis set) for a cluster of 4 separate species, C3H12O4 in total.

Values from the calculation:
LUMO level = 0.61 eV
SMILES = C=CCO.O.O.O
Orbital gap = 10.36 eV

Positions of all 19 atoms, in Å:
H  0.847  -0.962  1.489
H  1.877  1.360  1.428
C  -1.282  -0.822  -0.581
O  1.594  0.739  2.115
H  1.382  -1.422  -2.147
O  1.348  2.180  -0.478
C  -1.058  -1.107  0.872
H  0.453  2.505  -0.500
H  -1.171  -0.137  1.364
H  -1.657  -1.918  1.274
H  1.078  1.259  2.726
C  -2.231  0.005  -1.002
H  -2.851  0.561  -0.307
H  -2.391  0.246  -2.046
H  1.685  -0.616  -0.925
H  1.306  1.434  -1.085
O  0.298  -1.566  1.001
O  1.426  -0.509  -1.852
H  -0.655  -1.231  -1.346

(iii)
Density functional theory data (ωB97M-V with the def2-TZVPD basis set) for a cluster of 4 separate species, C3H12O4 in total.

Values from the calculation:
LUMO level = 0.52 eV
SMILES = C=C(C)O.O.O.O
Orbital gap = 9.24 eV

Positions of all 19 atoms, in Å:
C  -0.894  -0.271  1.002
H  4.317  -0.266  1.920
H  -2.071  0.927  -2.126
H  -5.946  -2.476  -0.961
O  6.080  2.956  -1.045
H  -0.047  0.404  0.987
H  -3.378  -0.498  -0.933
H  -1.354  -0.031  1.988
C  -1.390  0.612  -1.328
C  -1.745  0.022  -0.165
O  5.240  -0.597  1.758
H  6.282  3.625  -1.724
H  5.277  -0.682  0.823
H  -0.538  -1.346  1.088
H  6.409  2.966  -0.149
H  -0.294  0.728  -1.429
H  -5.297  -2.370  0.446
O  -5.860  -1.901  -0.175
O  -2.858  -0.853  -0.162

(iv)
Density functional theory data (ωB97M-V with the def2-TZVPD basis set) for a cluster of 4 separate species, C3H12O4 in total.

Values from the calculation:
LUMO level = 0.65 eV
SMILES = CCC=O.O.O.O
Orbital gap = 10.22 eV

Positions of all 19 atoms, in Å:
H  1.698  -2.210  -3.484
H  -0.493  -3.596  -0.248
O  -0.867  2.065  -0.372
H  -2.092  1.603  2.118
H  -1.660  -2.852  -0.529
O  2.981  2.056  -1.203
H  -1.433  0.468  3.287
C  -1.652  0.608  2.232
H  -1.083  0.083  -0.697
H  0.045  -0.438  1.494
H  3.883  2.283  -0.995
O  -1.052  -2.966  0.219
H  0.301  1.336  1.673
H  -2.415  -0.111  1.935
C  -0.393  0.551  1.365
O  1.103  -1.747  -2.914
H  2.460  2.800  -0.868
C  -0.743  0.916  -0.057
H  1.413  -0.851  -2.957

Structures ranked by computed energy, the most stable listed first: (iv), (ii), (i), (iii).